No. 1
Density functional theory data (ωB97M-V with the def2-TZVPD basis set) for a 10-piece molecular cluster, C5H30O10 overall at a distorted geometry.

The HOMO energy is -0.2178 Eh. For the gap between HOMO and LUMO, the calculation gives 0.111 Eh. For the energy above the lowest of the compared OMol25 structures with the same formula, charge and spin, the calculation gives 477.6 kcal per mole. Its molecular weight is 250.285 u. The strongest force on any atom is 2.30 eV/Å. The energy comes out at -26126.9293 eV.

The geometry in ORCA input format:
```
! wB97M-V def2-TZVPD RIJCOSX def2/J DEFGRID3
* xyz 0 1
O 3.41 2.39 1.29
H 3.02 2.96 0.62
H 3.02 1.51 1.23
H 3.28 2.77 2.16
O -1.86 0.68 -2.03
H -2.44 0.73 -1.27
H -1.45 1.53 -2.20
H -1.17 0.01 -2.04
O -1.06 -1.60 4.06
H -0.57 -1.10 4.71
H -0.48 -1.56 3.29
H -1.86 -1.21 3.68
C 4.87 -4.30 -0.19
C 3.99 -3.73 0.95
C 4.82 -3.21 2.10
O 3.04 -2.73 0.59
H 4.16 -4.77 -0.86
H 5.58 -5.08 0.11
H 5.29 -3.50 -0.80
H 3.38 -4.51 1.39
H 5.54 -2.45 1.80
H 5.44 -4.00 2.53
H 4.19 -2.85 2.92
C -5.60 2.03 3.65
O -5.06 1.24 2.66
H -4.91 1.94 4.50
H -5.77 3.07 3.38
H -6.55 1.77 4.10
C 0.30 6.63 -1.62
O 0.57 5.26 -1.88
H 0.98 6.96 -0.84
H 0.61 7.34 -2.39
H -0.74 6.85 -1.39
O -6.75 -3.42 1.95
H -6.41 -2.53 1.99
H -6.31 -3.88 2.67
O 0.17 5.54 -7.74
H 0.03 6.49 -7.72
H 0.33 5.30 -6.82
O -4.75 -4.14 -2.09
H -4.47 -4.87 -1.53
H -5.39 -3.67 -1.56
O 2.20 -1.26 -4.64
H 2.33 -1.46 -3.71
H 3.08 -1.17 -4.99
*
```

No. 2
Density functional theory data (ωB97M-V with the def2-TZVPD basis set) for a 10-piece molecular cluster, C5H30O10 overall at a distorted geometry.

The HOMO energy is -0.3645 Eh. For the gap between HOMO and LUMO, the calculation gives 0.361 Eh. For the energy above the lowest of the compared OMol25 structures with the same formula, charge and spin, the calculation gives 117.0 kcal per mole. Its molecular weight is 250.285 u. The strongest force on any atom is 2.84 eV/Å. The energy comes out at -26142.5636 eV.

The geometry in ORCA input format:
```
! wB97M-V def2-TZVPD RIJCOSX def2/J DEFGRID3
* xyz 0 1
C -10.31 15.03 -13.89
O -9.86 14.53 -15.17
H -10.45 14.31 -13.08
H -9.46 15.48 -13.37
H -11.15 15.72 -14.01
H -10.48 13.84 -15.42
C -3.36 8.17 -19.11
O -3.29 6.72 -19.30
H -4.24 8.69 -19.49
H -3.01 8.51 -18.13
H -2.61 8.61 -19.77
H -3.16 6.50 -20.22
C -10.34 17.59 -20.79
O -9.32 16.99 -19.99
H -10.73 18.55 -20.45
H -9.75 17.88 -21.66
H -11.06 16.83 -21.09
H -9.74 16.67 -19.19
C -6.71 8.52 -23.51
O -5.37 8.51 -23.96
H -6.70 9.17 -22.64
H -7.53 9.00 -24.06
H -6.83 7.51 -23.13
H -5.13 9.40 -24.21
C -4.37 10.29 -14.32
O -3.08 10.25 -13.91
H -4.98 10.92 -13.66
H -4.55 10.48 -15.37
H -4.69 9.25 -14.29
H -3.17 10.10 -12.97
O -11.83 11.40 -20.89
H -12.29 11.99 -21.49
H -12.09 10.52 -21.16
O -12.34 11.58 -16.77
H -13.19 11.98 -16.60
H -12.21 11.69 -17.71
O -5.04 14.10 -18.51
H -4.84 14.30 -19.42
H -5.64 13.35 -18.56
O -8.13 11.60 -18.74
H -8.35 12.29 -18.12
H -8.91 11.50 -19.29
O -5.92 15.37 -14.82
H -5.32 15.06 -15.49
H -6.79 15.17 -15.16
*
```

No. 3
Density functional theory data (ωB97M-V with the def2-TZVPD basis set) for a 10-piece molecular cluster, C5H32N2O9 overall at a distorted geometry.

The HOMO energy is -0.3401 Eh. For the gap between HOMO and LUMO, the calculation gives 0.350 Eh. For the energy above the lowest of the compared OMol25 structures with the same formula, charge and spin, the calculation gives 54.4 kcal per mole. Its molecular weight is 264.316 u. The strongest force on any atom is 2.90 eV/Å. The energy comes out at -27110.9828 eV.

The geometry in ORCA input format:
```
! wB97M-V def2-TZVPD RIJCOSX def2/J DEFGRID3
* xyz 0 1
C -0.27 2.51 0.40
C 0.14 1.07 0.04
N 1.54 0.62 0.36
C -0.76 -0.01 0.69
N -2.14 -0.03 0.14
C -2.74 -1.36 0.44
C -2.95 0.94 0.92
H 0.61 3.06 0.73
H -0.67 3.13 -0.43
H -1.24 2.63 0.88
H 0.15 0.86 -1.03
H 1.81 0.77 1.33
H 2.21 1.14 -0.22
H -0.29 -0.98 0.52
H -0.64 0.29 1.76
H -2.48 -1.95 1.31
H -3.85 -1.31 0.50
H -2.61 -2.12 -0.33
H -2.81 1.87 0.39
H -2.66 1.07 1.98
H -4.03 0.77 0.83
O 1.33 2.00 -3.35
H 1.45 1.06 -3.03
H 0.66 2.31 -2.73
O 0.14 -1.93 4.70
H -0.49 -1.22 4.52
H -0.28 -2.68 4.23
O 3.36 2.36 -1.79
H 2.70 2.36 -2.54
H 3.79 3.23 -1.91
O 2.51 -2.33 3.48
H 3.03 -1.82 4.11
H 1.64 -2.22 3.92
O 1.55 -0.55 -2.66
H 0.89 -1.24 -2.66
H 1.76 -0.53 -1.72
O -0.60 -3.26 1.63
H -0.86 -4.13 1.30
H 0.22 -3.04 1.16
O -1.10 1.96 -2.18
H -1.50 1.77 -3.06
H -1.69 1.52 -1.56
O 2.00 -3.25 0.87
H 2.21 -2.80 1.71
H 2.45 -2.67 0.24
O -0.87 0.78 -4.59
H -0.24 1.44 -4.88
H -0.40 -0.05 -4.45
*
```

No. 4
Density functional theory data (ωB97M-V with the def2-TZVPD basis set) for a 9-piece molecular cluster, C5H32N3O8 overall at a distorted geometry.

Its expectation value of S² is 0.7552. The HOMO energy (spin up / spin down) is -0.6074 / -0.6074 Eh. For the gap between HOMO and LUMO (spin up / spin down), the calculation gives 0.410 / 0.212 Eh. Its molecular weight is 262.324 u. The strongest force on any atom is 4.81 eV/Å. The energy comes out at -26537.7677 eV.

The geometry in ORCA input format:
```
! wB97M-V def2-TZVPD RIJCOSX def2/J DEFGRID3
* xyz 2 2
C 2.42 0.48 -1.83
C 1.89 1.88 -1.58
C 0.57 2.01 -0.82
C 0.28 1.04 0.36
N -0.73 1.57 1.19
C -1.39 0.80 2.29
N -0.25 0.19 3.10
N 1.52 -0.22 -2.90
H 2.55 -0.18 -0.95
H 3.45 0.47 -2.26
H 2.06 2.66 -2.32
H 2.65 2.21 -0.83
H 0.40 3.00 -0.44
H -0.25 1.85 -1.54
H 1.26 0.78 0.83
H 0.02 0.07 -0.16
H -0.23 2.46 1.60
H -1.88 -0.09 1.87
H -2.07 1.41 2.90
H -0.51 -0.14 4.04
H 0.42 0.95 3.26
H 1.40 -1.22 -2.77
H 0.50 0.06 -2.74
H 1.79 0.03 -3.83
H -0.70 -2.71 -1.54
H -1.09 -1.59 -2.44
O -0.34 -2.16 -2.27
H -3.31 -2.06 1.15
H -1.94 -2.73 1.16
O -2.38 -1.86 1.01
H 1.18 3.62 3.89
H -0.23 3.13 4.22
O 0.47 3.05 3.56
H 1.82 -2.41 0.20
H 1.14 -2.98 -1.04
O 1.83 -2.38 -0.78
H -1.47 0.88 -4.28
H -1.64 0.82 -2.79
O -1.02 0.54 -3.49
H -2.52 1.57 -0.73
H -3.58 1.22 -1.74
O -2.70 1.60 -1.70
H 0.01 -3.62 1.58
H -0.92 -4.75 2.06
O -0.83 -4.04 1.40
H 1.36 -1.45 2.39
H 0.04 -1.77 2.02
O 0.95 -2.00 1.68
*
```

No. 5
Density functional theory data (ωB97M-V with the def2-TZVPD basis set) for a 10-piece molecular cluster, C5H32N3O9 overall at a distorted geometry.

The HOMO energy is -0.4444 Eh. For the gap between HOMO and LUMO, the calculation gives 0.355 Eh. For the energy above the lowest of the compared OMol25 structures with the same formula, charge and spin, the calculation gives 51.9 kcal per mole. Its molecular weight is 278.323 u. The strongest force on any atom is 3.73 eV/Å. The energy comes out at -28596.9257 eV.

The geometry in ORCA input format:
```
! wB97M-V def2-TZVPD RIJCOSX def2/J DEFGRID3
* xyz 1 1
C 3.13 0.42 2.20
C 2.13 0.99 1.19
C 0.77 0.87 1.83
C -0.44 1.50 1.13
N -2.91 0.01 1.21
C -2.53 0.93 2.16
N -1.44 1.56 2.20
N 2.18 0.15 -0.07
H 3.10 -0.66 2.15
H 2.98 0.78 3.19
H 4.18 0.65 2.01
H 2.51 1.97 0.91
H 0.55 -0.17 2.01
H 0.82 1.47 2.72
H -0.79 1.08 0.19
H -0.28 2.54 0.85
H -2.34 -0.22 0.40
H -3.80 -0.38 1.29
H -3.30 1.00 2.93
H 1.82 0.73 -0.83
H 3.13 -0.15 -0.21
H 1.60 -0.71 -0.04
H 0.49 0.24 -3.50
H 1.84 0.58 -4.15
O 1.48 0.37 -3.31
H -2.38 2.37 -1.99
H -3.76 2.51 -2.77
O -3.06 1.90 -2.57
H -1.69 -2.93 -2.22
H -0.71 -1.96 -1.30
O -1.45 -1.96 -2.02
H 0.03 -2.40 0.93
H 1.04 -2.84 -0.20
O 0.45 -2.16 0.07
H 2.09 3.32 -2.59
H 1.32 2.16 -3.08
O 1.27 2.82 -2.40
H 1.94 -1.41 -2.65
H 2.98 -2.57 -2.86
O 2.28 -2.28 -2.32
H -1.32 -2.36 3.03
H -1.69 -2.74 1.59
O -1.03 -2.99 2.27
H -1.76 0.93 -3.41
H -1.14 -0.46 -2.98
O -1.10 0.25 -3.65
H -2.46 -1.38 4.94
H -2.60 -0.32 3.68
O -2.13 -1.03 4.06
*
```

No. 6
Density functional theory data (ωB97M-V with the def2-TZVPD basis set) for a 13-piece molecular cluster, C5H32O13 overall at a distorted geometry.

The HOMO energy is -0.3177 Eh. For the gap between HOMO and LUMO, the calculation gives 0.308 Eh. For the energy above the lowest of the compared OMol25 structures with the same formula, charge and spin, the calculation gives 71.3 kcal per mole. Its molecular weight is 300.298 u. The strongest force on any atom is 9.01 eV/Å. The energy comes out at -32318.2882 eV.

The geometry in ORCA input format:
```
! wB97M-V def2-TZVPD RIJCOSX def2/J DEFGRID3
* xyz 0 1
C 2.04 0.61 -1.74
C 1.56 -0.70 -1.16
C 0.24 -0.88 -1.07
O -0.63 0.05 -1.50
C -0.32 -2.23 -0.74
C -0.57 -3.11 -1.73
H 1.19 1.11 -2.32
H 2.48 1.29 -1.01
H 2.83 0.44 -2.50
H 2.28 -1.47 -0.80
H -1.34 0.18 -0.85
H -0.73 -2.32 0.35
H -0.11 -2.81 -2.67
H -1.13 -3.96 -1.83
H 0.82 2.29 0.49
H 1.72 1.51 1.27
O 0.80 1.46 0.91
H -4.47 0.77 -2.41
H -3.06 0.53 -1.92
O -3.60 0.81 -2.60
H -1.44 0.67 1.08
H -2.92 0.59 1.07
O -2.23 0.76 0.55
H 1.06 -2.04 2.28
H 1.00 -2.72 0.86
O 1.36 -2.82 1.78
H 0.50 0.00 3.49
H -0.37 -1.03 4.19
O 0.38 -0.99 3.61
H 0.02 -0.52 -3.86
H 1.10 -1.27 -4.03
O 0.24 -1.34 -4.13
H 3.46 0.96 2.07
H 3.79 2.52 2.17
O 3.08 1.84 2.31
H 0.19 1.51 2.28
H 0.46 2.33 3.77
O -0.04 1.56 3.33
H 3.00 -1.86 3.55
H 3.04 -3.16 2.68
O 3.52 -2.51 3.01
H -1.02 1.56 -3.49
H -1.17 1.24 -5.08
O -0.58 1.43 -4.31
H -3.32 0.08 3.87
H -2.22 1.17 3.46
O -2.72 0.44 3.13
H -1.73 2.68 -1.64
H -1.56 3.91 -2.26
O -2.08 3.52 -1.54
*
```

No. 7
Density functional theory data (ωB97M-V with the def2-TZVPD basis set) for a 11-piece molecular cluster, C5H33N2O10 overall at a distorted geometry.

The HOMO energy is -0.4201 Eh. For the gap between HOMO and LUMO, the calculation gives 0.328 Eh. For the energy above the lowest of the compared OMol25 structures with the same formula, charge and spin, the calculation gives 88.4 kcal per mole. Its molecular weight is 281.323 u. The strongest force on any atom is 3.31 eV/Å. The energy comes out at -29168.8030 eV.

The geometry in ORCA input format:
```
! wB97M-V def2-TZVPD RIJCOSX def2/J DEFGRID3
* xyz 1 1
C 1.46 2.55 -3.34
C 0.15 1.77 -3.54
C 0.54 0.21 -3.53
C 0.42 -0.54 -2.27
C -0.30 -1.67 -2.21
N -0.50 -2.53 -1.03
N 0.73 0.11 -1.07
H 2.36 1.95 -3.53
H 1.28 3.33 -2.56
H 1.61 3.38 -4.07
H -0.65 2.04 -2.84
H -0.21 1.94 -4.56
H 1.54 -0.05 -3.97
H -0.06 -0.32 -4.37
H -0.49 -2.25 -3.07
H 0.13 -2.22 -0.26
H -1.42 -2.43 -0.68
H -0.29 -3.53 -1.07
H 1.03 -0.37 -0.24
H 0.80 1.10 -1.06
H 0.05 0.78 1.55
H -0.05 -0.01 2.92
O 0.29 -0.03 2.04
H 1.90 -4.06 0.33
H 1.05 -3.03 1.09
O 1.78 -3.12 0.46
H -0.51 -2.23 4.88
H 0.98 -2.24 4.46
O 0.10 -1.92 4.22
H -0.07 -2.71 2.70
H 0.16 -4.25 2.53
O -0.20 -3.46 2.10
H 3.59 3.81 1.10
H 3.59 2.32 1.36
O 2.99 3.07 1.31
H 3.22 -0.28 1.45
H 4.69 -0.31 2.02
O 4.10 0.06 1.37
H -5.00 1.56 -1.18
H -3.91 1.53 -0.23
O -4.64 0.94 -0.53
H -3.84 -1.55 -1.56
H -3.04 -0.37 -0.80
O -3.03 -1.25 -1.16
H -0.05 3.61 2.71
H 0.85 2.79 1.89
O -0.07 2.78 2.20
H -3.87 3.61 1.18
H -2.64 2.53 1.52
O -3.53 2.73 1.27
*
```

No. 8
Density functional theory data (ωB97M-V with the def2-TZVPD basis set) for a 10-piece molecular cluster, C5H33N3O9 overall at a distorted geometry.

The HOMO energy is -0.3047 Eh. For the gap between HOMO and LUMO, the calculation gives 0.304 Eh. For the energy above the lowest of the compared OMol25 structures with the same formula, charge and spin, the calculation gives 81.8 kcal per mole. Its molecular weight is 279.331 u. The strongest force on any atom is 5.55 eV/Å. The energy comes out at -28615.5291 eV.

The geometry in ORCA input format:
```
! wB97M-V def2-TZVPD RIJCOSX def2/J DEFGRID3
* xyz 0 1
C -2.56 2.80 0.98
C -2.39 1.35 0.51
C -2.40 1.36 -1.16
N -2.51 0.06 -1.87
N -1.24 0.72 1.07
C -1.11 0.49 2.61
C 0.27 -0.05 2.98
N 1.38 0.95 2.79
H -3.11 3.36 0.23
H -1.62 3.31 0.96
H -3.12 2.79 1.91
H -3.09 0.69 0.91
H -3.42 1.82 -1.41
H -1.63 2.09 -1.44
H -2.25 -0.73 -1.18
H -1.71 -0.07 -2.44
H -0.38 0.93 0.57
H -1.88 -0.14 2.94
H -1.32 1.48 3.13
H 0.48 -1.00 2.35
H 0.30 -0.30 4.12
H 2.22 0.41 2.99
H 1.45 1.08 1.70
O -0.16 -3.54 -0.91
H 0.53 -3.22 -0.39
H -0.61 -4.10 -0.25
O 1.44 -0.88 -3.47
H 0.55 -1.11 -3.14
H 1.18 -0.01 -3.88
O -1.80 -2.41 0.68
H -1.55 -1.67 1.15
H -2.58 -2.83 1.14
O -0.95 -1.81 -2.86
H -1.13 -2.36 -3.68
H -0.65 -2.35 -2.15
O 2.90 -1.68 0.30
H 2.05 -1.72 0.00
H 3.47 -2.23 -0.37
O 2.23 1.88 -0.53
H 3.15 2.08 -0.55
H 2.17 1.09 -1.12
O -0.20 3.67 -0.46
H 0.54 3.33 0.03
H 0.20 3.97 -1.25
O 4.44 -0.13 1.81
H 4.10 0.72 1.87
H 3.75 -0.64 1.39
O 2.28 -2.43 -1.80
H 1.83 -3.13 -2.18
H 2.48 -1.84 -2.65
*
```

No. 9
Density functional theory data (ωB97M-V with the def2-TZVPD basis set) for a 13-piece molecular cluster, C5H33NO13 overall at a distorted geometry.

The HOMO energy is -0.3726 Eh. For the gap between HOMO and LUMO, the calculation gives 0.379 Eh. For the energy above the lowest of the compared OMol25 structures with the same formula, charge and spin, the calculation gives 133.3 kcal per mole. Its molecular weight is 315.313 u. The strongest force on any atom is 4.62 eV/Å. The energy comes out at -33825.2954 eV.

The geometry in ORCA input format:
```
! wB97M-V def2-TZVPD RIJCOSX def2/J DEFGRID3
* xyz 0 1
O 2.73 -0.79 0.88
C 2.56 -1.92 1.25
C 1.27 -2.54 1.59
C 1.06 -3.85 0.73
C 0.65 -3.64 -0.69
C -1.25 -2.68 -1.76
N -0.75 -3.17 -0.71
H 3.44 -2.60 1.26
H 0.53 -1.81 1.29
H 1.16 -2.95 2.63
H 0.52 -4.47 1.43
H 2.07 -4.32 0.54
H 1.25 -2.89 -1.27
H 0.73 -4.55 -1.27
H -0.66 -2.39 -2.64
H -2.19 -2.09 -1.64
H 0.54 2.82 -1.76
H -0.76 2.21 -1.53
O -0.29 2.66 -2.23
H 0.24 0.11 4.94
H -0.06 0.74 3.61
O 0.69 0.51 4.18
H -1.38 4.87 -1.29
H -0.20 4.35 -0.64
O -1.14 4.46 -0.44
H 4.32 0.61 0.96
H 2.81 0.69 1.27
O 3.51 1.10 0.74
H 1.71 1.74 0.03
H 1.97 2.97 0.79
O 1.43 2.69 0.04
H -2.46 -2.24 0.85
H -2.89 -1.00 0.43
O -3.02 -1.54 1.22
H 0.23 0.22 -1.98
H 0.91 1.33 -2.71
O 1.09 0.43 -2.37
H -3.19 1.71 -1.95
H -4.57 1.93 -1.29
O -3.98 2.25 -1.99
H -0.81 0.68 0.14
H -0.38 -0.77 0.17
O -0.93 -0.16 -0.33
H -3.82 3.72 0.18
H -2.42 3.91 0.38
O -3.17 3.46 0.85
H 2.74 -2.50 -2.21
H 2.65 -1.30 -3.14
O 2.45 -2.24 -3.10
H -1.21 2.70 2.24
H -2.33 1.78 2.00
O -1.41 1.76 2.33
*
```

No. 10
Density functional theory data (ωB97M-V with the def2-TZVPD basis set) for a 13-piece molecular cluster, C5H33NO13 overall at a distorted geometry.

The HOMO energy is -0.3790 Eh. For the gap between HOMO and LUMO, the calculation gives 0.387 Eh. For the energy above the lowest of the compared OMol25 structures with the same formula, charge and spin, the calculation gives 156.8 kcal per mole. Its molecular weight is 315.313 u. The strongest force on any atom is 7.45 eV/Å. The energy comes out at -33824.2793 eV.

The geometry in ORCA input format:
```
! wB97M-V def2-TZVPD RIJCOSX def2/J DEFGRID3
* xyz 0 1
O 1.57 -0.88 0.00
C 1.75 -1.92 0.64
C 0.51 -2.50 1.21
C 0.02 -3.68 0.37
C -0.25 -3.31 -1.19
C -2.10 -3.05 -2.54
N -1.60 -2.77 -1.42
H 2.74 -2.34 0.55
H -0.21 -1.63 1.27
H 0.53 -2.81 2.27
H -0.89 -4.20 0.70
H 0.59 -4.69 0.57
H 0.40 -2.54 -1.45
H -0.14 -4.30 -1.74
H -1.68 -3.98 -3.17
H -3.18 -3.00 -2.68
H -0.58 3.21 -1.96
H -1.06 1.70 -2.07
O -1.22 2.55 -2.12
H 0.74 -0.01 2.81
H 1.27 1.35 3.24
O 1.61 0.46 2.91
H -0.08 4.87 -0.57
H 0.63 4.37 0.67
O -0.19 4.57 0.29
H 2.97 1.13 2.08
H 4.14 0.85 1.24
O 3.64 1.61 1.52
H 2.38 2.90 1.20
H 3.25 3.56 0.12
O 2.26 3.57 0.45
H -3.00 -1.98 0.61
H -3.05 -0.91 1.64
O -2.92 -1.86 1.57
H 2.14 -0.09 -3.30
H 0.87 -0.62 -2.39
O 1.27 -0.61 -3.28
H -2.47 2.60 -0.84
H -3.33 1.52 -0.46
O -3.28 2.40 -0.24
H -0.16 0.77 -0.33
H 0.07 -0.59 -0.93
O -0.44 0.15 -1.03
H -3.48 2.89 1.63
H -2.70 3.97 2.19
O -2.96 3.10 2.43
H 1.85 -3.32 -1.92
H 3.32 -3.28 -2.61
O 2.64 -3.74 -1.92
H -0.43 2.95 1.92
H -1.48 1.84 1.91
O -0.51 1.94 1.78
*
```